Record 1
C15H28N5O4P2S2 | wB97M-V/def2-TZVPD

Last columns: bonded neighbours and bond lengths (Å).
Cartesian coordinates (Å):
1 C -1.236 0.255 4.566  C2 1.535, H25 1.093, H26 1.094, H27 1.089
2 C -1.190 0.185 3.034  C1 1.535, C3 1.571, N21 1.507, H28 1.094
3 C -0.452 1.408 2.380  C2 1.571, C4 1.540, C9 1.549, H29 1.100
4 C -0.611 2.719 3.172  C3 1.540, C5 1.567, H30 1.091, H31 1.091
5 C -0.755 3.914 2.169  C4 1.567, C6 1.517, H32 1.094, H33 1.086
6 C -2.217 3.931 1.761  C5 1.517, O7 1.218, O8 1.348
7 O -2.561 3.443 0.700  C6 1.218
8 O -3.098 4.459 2.634  C6 1.348, H34 0.970
9 C 1.035 1.097 2.074  C3 1.549, P10 1.873, N12 1.494, H35 1.095
10 P 2.081 0.794 3.598  C9 1.873, S11 1.941, H36 1.409, H37 1.411
11 S 3.901 0.295 3.144  P10 1.941
12 N 1.175 -0.057 1.135  C9 1.494, C13 1.406, H38 1.033
13 C 0.052 -0.882 1.324  N12 1.406, N14 1.296, N21 1.381
14 N -0.500 -1.403 0.274  C13 1.296, C15 1.432, H39 1.018
15 C -0.004 -1.220 -1.058  N14 1.432, C16 1.381, C20 1.368
16 C -0.777 -0.634 -2.040  C15 1.381, C17 1.374, H40 1.083
17 C -0.213 -0.536 -3.290  C16 1.374, N18 1.317, H41 1.089
18 N 0.996 -0.906 -3.658  C17 1.317, C19 1.327
19 C 1.732 -1.470 -2.709  N18 1.327, C20 1.372, H42 1.084
20 C 1.239 -1.643 -1.440  C15 1.368, C19 1.372, H43 1.088
21 N -0.404 -1.031 2.619  C2 1.507, C13 1.381, P22 1.780
22 P -1.193 -2.602 2.901  N21 1.780, N23 1.708, O24 1.635
23 N -0.410 -3.219 4.289  P22 1.708, H44 1.014, H45 1.015
24 O -2.729 -2.280 3.359  P22 1.635, H46 0.971
25 H -1.217 -0.724 5.053  C1 1.093
26 H -2.178 0.729 4.857  C1 1.094
27 H -0.419 0.832 4.996  C1 1.089
28 H -2.188 0.184 2.587  C2 1.094
29 H -0.956 1.588 1.418  C3 1.100
30 H 0.241 2.964 3.808  C4 1.091
31 H -1.505 2.745 3.798  C4 1.091
32 H -0.567 4.834 2.730  C5 1.094
33 H -0.111 3.810 1.301  C5 1.086
34 H -3.935 4.025 2.406  O8 0.970
35 H 1.475 1.952 1.551  C9 1.095
36 H 2.027 1.906 4.462  P10 1.409
37 H 1.483 -0.275 4.298  P10 1.411
38 H 1.979 -0.596 1.496  N12 1.033
39 H -1.331 -1.979 0.389  N14 1.018
40 H -1.780 -0.282 -1.830  C16 1.083
41 H -0.840 -0.100 -4.067  C17 1.089
42 H 2.731 -1.820 -2.943  C19 1.084
43 H 1.870 -2.139 -0.705  C20 1.088
44 H 0.283 -3.872 3.941  N23 1.014
45 H -1.058 -3.679 4.919  N23 1.015
46 H -2.764 -2.040 4.299  O24 0.971
47 C 1.331 -1.981 -6.834  S48 1.799, H51 1.086, H52 1.091, H53 1.090
48 S 0.841 -0.488 -7.710  C47 1.799, O49 1.484, C50 1.798
49 O -0.494 -0.746 -8.307  S48 1.484
50 C 2.057 -0.641 -9.026  S48 1.798, H54 1.090, H55 1.090, H56 1.088
51 H 0.670 -2.110 -5.982  C47 1.086
52 H 1.247 -2.844 -7.496  C47 1.091
53 H 2.357 -1.875 -6.482  C47 1.090
54 H 1.922 -1.591 -9.543  C50 1.090
55 H 3.060 -0.579 -8.602  C50 1.090
56 H 1.906 0.180 -9.724  C50 1.088

HOMO	-10.279	eV
multiplicity	1
Kohn-Sham gap	0.2372	hartree
net charge	+1
lowest unoccupied orbital energy	-3.82	eV


Record 2
C2H3BrO2 | wB97M-V/def2-TZVPD

Last columns: bonded neighbours and bond lengths (Å).
Cartesian coordinates (Å):
1 C -0.787 -0.427 0.093  C2 1.515, H6 1.133, H7 1.003, H8 1.071
2 C 0.595 0.149 -0.141  C1 1.515, Br3 1.933, O4 1.433, O5 1.352
3 Br 2.043 -1.030 0.358  C2 1.933
4 O 0.724 1.473 0.391  C2 1.433, O5 1.422
5 O 0.738 1.182 -1.001  C2 1.352, O4 1.422
6 H -1.479 0.277 -0.464  C1 1.133
7 H -1.007 -0.195 1.043  C1 1.003
8 H -0.826 -1.430 -0.279  C1 1.071

HOMO	-10.525	eV
multiplicity	1
Kohn-Sham gap	0.4120	hartree
relative energy (zero: lowest compared OMol25 entry of this formula, charge and spin)	399.7	kJ/mol
lowest unoccupied orbital energy	0.69	eV


Record 3
C7H14N2P | wB97M-V/def2-TZVPD

Last columns: bonded neighbours and bond lengths (Å).
Cartesian coordinates (Å):
1 C -0.121 -0.381 -2.958  C3 1.481, C5 1.511, N8 1.226
2 C 0.432 0.187 -0.291  C4 1.392, P10 1.694
3 C -0.787 -1.426 -2.147  C1 1.481, P10 1.939, H11 1.058, H12 1.071
4 C 0.938 1.013 -1.291  C2 1.392, N8 1.412, H13 1.099, H14 1.081
5 C -0.168 -0.603 -4.452  C1 1.511, H15 1.097, H16 1.149, H17 1.100
6 C -0.425 0.324 4.481  N9 1.497, H18 1.081, H19 1.134, H20 1.098
7 C 0.360 1.097 2.322  N9 1.476, H21 1.095, H22 1.162
8 N 0.633 0.506 -2.573  C1 1.226, C4 1.412
9 N 0.022 -0.100 3.116  C6 1.497, C7 1.476, H23 1.083, H24 0.974
10 P -0.620 -1.140 -0.237  C2 1.694, C3 1.939
11 H -1.764 -1.707 -2.438  C3 1.058
12 H -0.337 -2.370 -2.380  C3 1.071
13 H 0.699 2.053 -1.027  C4 1.099
14 H 2.006 1.081 -1.141  C4 1.081
15 H 0.824 -0.219 -4.721  C5 1.097
16 H -0.872 0.090 -5.038  C5 1.149
17 H -0.383 -1.640 -4.749  C5 1.100
18 H 0.462 0.499 5.073  C6 1.081
19 H -1.011 1.285 4.340  C6 1.134
20 H -1.038 -0.464 4.939  C6 1.098
21 H -0.370 1.880 2.553  C7 1.095
22 H 1.508 1.227 2.444  C7 1.162
23 H 0.829 -0.758 3.413  N9 1.083
24 H -0.819 -0.435 2.759  N9 0.974

HOMO (alpha / beta)	-11.522 / -12.247	eV
multiplicity	1
Kohn-Sham gap (alpha / beta)	0.2542 / 0.2973	hartree
relative energy (zero: lowest compared OMol25 entry of this formula, charge and spin)	576.2	kJ/mol
net charge	+1
lowest unoccupied orbital energy (alpha / beta)	-4.61 / -4.16	eV


Q: What is the multiplicity in the first record?
A: 1


Q: multiplicity of number 2 (C2H3BrO2)?
A: 1